Computed, not measured: C7H11N3O2 in the gas phase in a non-equilibrium geometry, with ωB97M-V/def2-TZVPD.

Last column: Mulliken charge in e.
Geometry (Å):
C: 3.3810 -0.3602 -0.0668  -1.1359
C: 1.9525 0.0724 -0.0983  0.5543
C: 1.6374 1.3355 0.1968  0.5370
O: 1.6204 2.5104 0.1879  -0.4017
N: 1.1754 -0.8354 -0.7543  -0.2137
N: -0.0568 -0.9754 -0.6360  -0.6844
C: -0.9074 -0.1713 0.2077  1.2388
C: -2.3611 -0.7862 0.1244  -1.5871
C: -0.6807 0.0125 1.7363  -1.3286
C: -1.1395 1.2490 -0.4473  0.0356
N: -0.8766 1.3779 -1.7607  -0.3342
O: -1.4209 2.2068 0.1676  -0.5704
H: 4.0312 0.5858 -0.0434  0.3259
H: 3.4771 -0.7536 -1.1684  0.2909
H: 3.4943 -1.0844 0.6971  0.2955
H: -2.2835 -1.7772 0.5458  0.4096
H: -2.5890 -0.7435 -0.9399  0.4154
H: -2.9972 -0.2470 0.8117  0.4094
H: 0.3798 0.1313 1.8396  0.3644
H: -1.1250 -0.8008 2.2698  0.4401
H: -1.2659 0.9506 1.8622  0.3674
H: -0.3154 0.6260 -2.2334  0.3100
H: -0.8022 2.2972 -2.1006  0.2617

Cartesian forces, eV/Å:
C 0.67 2.28 -3.20
C 0.01 1.10 0.55
C 1.01 1.98 -0.99
O -0.41 -1.97 0.64
N -1.85 -0.92 0.06
N 0.19 -0.72 -0.56
C -2.44 0.84 0.59
C 1.84 0.25 -0.23
C -0.09 1.09 -2.20
C 2.16 -2.19 -1.09
N 1.19 -3.14 -1.49
O -1.68 2.69 2.63
H -0.49 -1.72 0.53
H 0.33 0.17 2.32
H 0.85 -0.66 0.55
H -0.10 -0.58 -0.42
H -0.84 -0.39 0.27
H -0.42 0.47 -0.39
H 0.31 0.13 1.15
H 0.10 -0.49 0.40
H 0.77 -0.54 0.73
H -1.11 1.24 0.57
H 0.01 1.08 -0.43

As for the HOMO energy: -8.8 eV. As for the relative energy (zero: lowest compared OMol25 entry of this formula, charge and spin): 3.531 eV. As for the net charge: 0.

---

Computed, not measured: 2 unconnected molecules or ions with the total composition C7H11N3O2 in a non-equilibrium geometry, with ωB97M-V/def2-TZVPD.

Last column: Mulliken charge in e.
Geometry (Å):
H: 4.8219 -1.2229 1.5091  0.2149
N: 4.1557 -0.4649 1.3220  -0.5964
C: 3.8972 -0.4554 0.0768  0.5801
N: 4.4028 -1.2528 -0.9488  -0.4567
O: 3.0150 0.4413 -0.4647  -0.1682
N: 1.9670 0.8234 0.3827  -0.3418
C: 1.2987 1.7607 -0.1732  -0.3856
H: 4.7548 -0.7245 -1.7421  0.2257
H: 5.0950 -1.9236 -0.5942  0.2329
H: 0.5677 2.3090 0.4011  0.4150
H: 1.4536 1.9076 -1.2491  0.2877
C: -1.0267 -0.5104 0.6145  -1.0089
C: -2.2593 -0.3640 0.1476  0.6277
C: -3.0652 0.8713 -0.1258  -0.2087
C: -4.4754 0.3347 0.0036  -0.4707
C: -4.3674 -0.9959 -0.0903  -0.2900
O: -3.0515 -1.4339 -0.1034  -0.4101
H: -0.4485 0.3631 0.8947  0.2013
H: -0.5940 -1.4938 0.7308  0.2965
H: -2.8232 1.6764 0.6041  0.2936
H: -2.8756 1.2583 -1.1417  0.1978
H: -5.3760 0.9198 0.1052  0.3722
H: -5.0667 -1.8234 -0.1589  0.3917

Cartesian forces, eV/Å:
H -0.14 0.41 0.07
N -0.12 -0.72 -0.77
C -0.06 0.27 0.88
N 0.61 -0.42 0.37
O -0.40 -0.38 -0.60
N 0.29 1.51 0.50
C 0.91 -1.24 -0.63
H -0.26 -0.19 0.09
H -0.37 0.63 -0.39
H -0.24 -0.34 -0.01
H 0.05 0.66 0.39
C -0.21 0.33 -0.03
C 0.78 0.62 0.23
C 0.08 1.04 0.88
C 0.18 -0.86 -0.32
C 0.15 0.34 0.14
O -0.87 -1.08 -0.41
H -0.16 -0.38 -0.14
H 0.01 0.03 0.09
H -0.13 -0.46 -0.54
H -0.07 -0.06 0.26
H 0.03 -0.11 -0.20
H -0.04 0.41 0.13

As for the HOMO energy: -8.2 eV. As for the relative energy (zero: lowest compared OMol25 entry of this formula, charge and spin): 4.166 eV. As for the net charge: 0.

---

Computed, not measured: C7H11N3O2 in the gas phase in a non-equilibrium geometry, with ωB97M-V/def2-TZVPD.

Last column: Mulliken charge in e.
Geometry (Å):
C: 1.2994 0.3119 -2.4534  -1.5765
C: 1.4420 -0.4285 -1.1913  1.1815
C: 2.9018 -0.5163 -0.6918  -1.2736
C: 0.7261 0.5061 -0.2676  -0.0020
O: 1.1812 1.5387 0.1611  -0.6370
N: -0.5745 0.1224 0.2901  0.3105
N: -1.2344 0.9595 1.1570  -0.4968
C: -2.2348 0.2596 1.7761  0.4849
N: -2.9256 0.9312 2.7307  -0.4712
C: -2.4158 -0.9255 1.1628  -1.0088
C: -1.3860 -1.1100 0.1752  0.7031
O: -1.0631 -2.0256 -0.6264  -0.7006
H: 2.0950 -0.0386 -3.0648  0.4555
H: 1.3827 1.4094 -2.4355  0.3246
H: 0.3450 0.0475 -2.9709  0.3146
H: 0.9980 -1.4566 -1.1191  0.3935
H: 3.0608 0.2327 0.0844  0.3272
H: 3.6908 -0.2943 -1.5346  0.2680
H: 3.1528 -1.5286 -0.3532  0.3079
H: -0.7241 1.8003 1.5135  0.3170
H: -3.9603 0.7561 2.7712  0.2463
H: -2.4554 1.0012 3.5981  0.2170
H: -3.3015 -1.5525 1.2881  0.3149

Cartesian forces, eV/Å:
C -1.08 -0.07 -2.82
C 0.04 -0.64 2.35
C 1.63 0.29 -1.52
C -2.03 -0.63 3.01
O -0.09 0.32 -0.32
N 0.37 -1.25 -1.33
N 1.18 1.02 0.87
C 0.89 1.16 -1.34
N -2.69 0.28 0.06
C -0.77 -1.27 -0.64
C 2.01 -0.82 -1.83
O -1.21 2.08 2.05
H 0.57 -0.17 -1.09
H 0.03 -0.45 0.53
H 0.61 0.30 0.37
H 0.05 1.23 -0.68
H 0.28 -0.28 0.00
H -1.63 -0.30 1.41
H -0.19 0.32 0.19
H -0.63 -1.33 -0.44
H 1.85 0.05 0.21
H 0.10 0.16 0.91
H 0.70 0.01 0.06

As for the HOMO energy: -8.5 eV. As for the relative energy (zero: lowest compared OMol25 entry of this formula, charge and spin): 1.246 eV. As for the net charge: 0.

---

Computed, not measured: C7H11N3O3 in the gas phase in a non-equilibrium geometry, with ωB97M-V/def2-TZVPD.

Last column: Mulliken charge in e.
Geometry (Å):
C: -1.3900 -1.0015 1.6073  -1.1485
C: -0.8103 -0.2487 0.4242  0.3365
C: 0.1686 -0.6968 -0.5259  0.4237
C: 0.4637 -0.1732 -1.8679  -0.6363
C: 1.6286 -0.8445 -2.1841  -0.4500
N: 1.9876 -1.7364 -1.1724  0.5635
C: 3.0427 -2.6797 -1.4043  -0.7957
N: 1.0283 -1.6949 -0.1974  -0.7843
N: -1.3883 0.9917 0.2308  0.7043
O: -1.0698 1.7631 -0.6792  -0.7242
O: -2.5689 1.4706 1.0131  -0.3735
C: -3.5610 2.4365 0.5490  -0.2032
O: -3.4844 3.7780 0.9290  -0.5063
H: -2.4778 -0.7378 1.6017  0.3569
H: -1.1284 -2.0526 1.4056  0.3444
H: -0.9359 -0.5890 2.4198  0.3080
H: 0.0616 0.5745 -2.5153  0.3952
H: 2.0313 -0.9455 -3.1808  0.3563
H: 2.8604 -3.0844 -2.3887  0.3149
H: 3.9793 -2.1290 -1.6599  0.3074
H: 3.2491 -3.3319 -0.5547  0.3090
H: -4.4076 1.9638 1.1385  0.2374
H: -3.6140 2.3164 -0.6338  0.3008
H: -2.6318 4.2020 0.4640  0.3639

Cartesian forces, eV/Å:
C -0.98 -0.58 -3.68
C -3.62 3.01 1.05
C 1.44 -0.04 -1.63
C 1.80 -1.46 1.73
C -0.82 -1.00 0.40
N -2.88 2.44 -1.16
C 1.28 0.75 -0.32
N 0.77 0.72 -0.04
N 0.48 -0.79 -1.56
O -0.07 0.49 -0.19
O 1.45 -1.35 1.50
C -0.35 -1.37 -2.31
O 3.49 0.35 -1.40
H 0.89 -0.80 0.29
H -0.46 0.30 0.70
H 1.11 0.54 2.76
H -0.54 0.22 0.31
H 0.59 0.27 0.19
H -0.34 -1.34 0.16
H -0.48 0.00 0.87
H -0.41 -0.14 -0.43
H 0.61 0.98 -1.15
H -0.11 0.23 2.48
H -2.83 -1.43 1.43

As for the HOMO energy (spin up / spin down): -7.8 / -7.8 eV. As for the relative energy (zero: lowest compared OMol25 entry of this formula, charge and spin): 6.805 eV. As for the net charge: 0.